a.
{"formula": "C12H13NO2", "method": "ωB97M-V/def2-TZVPD", "total_charge": 0, "multiplicity": 1, "gap_ha": [0.2101, 0.2099], "molar_mass_g_mol": 203.24, "elements": ["C", "C", "C", "C", "C", "C", "C", "C", "C", "C", "C", "C", "N", "O", "O", "H", "H", "H", "H", "H", "H", "H", "H", "H", "H", "H", "H", "H"], "coordinates": [[2.04, 0.07, 2.56], [0.71, 0.09, 3.11], [2.08, 0.06, 1.20], [-0.38, -0.13, 2.28], [1.07, -0.11, 0.28], [-0.25, -0.14, 0.85], [0.64, 0.92, -1.92], [0.80, 0.87, -3.30], [-0.48, 1.77, -1.42], [-1.76, -0.23, -1.00], [1.31, 0.05, -1.03], [-2.02, -1.80, 0.72], [-1.38, -0.63, 0.20], [-1.68, 0.90, -1.63], [2.47, -0.55, -1.39], [2.93, 0.13, 3.13], [0.53, 0.06, 4.10], [3.00, 0.21, 0.67], [-1.43, 0.00, 2.67], [1.70, 0.31, -3.52], [0.25, 1.63, -3.78], [-0.32, 1.87, -0.39], [-0.77, 2.71, -1.93], [-2.34, -0.97, -1.57], [-1.47, -2.56, 1.01], [-2.38, -1.32, 1.59], [-2.74, -2.12, 0.04], [2.70, -0.44, -2.30]]}

b.
{"formula": "C12H13NO2", "method": "ωB97M-V/def2-TZVPD", "smiles": "C[N+](C)(C)C1=C([O-])c2ccccc2C1=O", "total_charge": 0, "multiplicity": 1, "gap_ha": 0.2772, "molar_mass_g_mol": 203.24, "elements": ["C", "C", "C", "C", "C", "C", "C", "C", "C", "C", "C", "C", "N", "O", "O", "H", "H", "H", "H", "H", "H", "H", "H", "H", "H", "H", "H", "H"], "coordinates": [[4.64, -0.50, -0.04], [4.52, 0.89, -0.19], [3.46, -1.31, -0.03], [3.28, 1.42, -0.21], [2.21, -0.76, -0.05], [2.13, 0.71, -0.15], [0.91, -1.34, 0.11], [0.74, 1.17, 0.00], [-0.05, 0.07, 0.02], [-1.91, -1.16, -1.03], [-2.12, 1.21, -0.43], [-1.93, -0.48, 1.31], [-1.43, -0.09, -0.01], [0.56, -2.48, 0.26], [0.37, 2.38, 0.02], [5.58, -0.99, -0.28], [5.37, 1.65, -0.34], [3.59, -2.36, 0.09], [3.28, 2.53, -0.24], [-3.06, -1.08, -1.12], [-1.58, -0.99, -2.02], [-1.66, -2.15, -0.82], [-3.22, 0.98, -0.48], [-1.82, 2.00, 0.21], [-1.70, 1.39, -1.41], [-2.94, -0.90, 1.46], [-1.32, -1.27, 1.83], [-2.12, 0.53, 1.86]]}

Name the least stable of them. a.

a.
{"formula": "C21H32N4O3", "method": "ωB97M-V/def2-TZVPD", "smiles": "CCN1CCN(CCCNC(=O)CCC(=O)N2CCOc3ccccc32)CC1", "total_charge": 0, "multiplicity": 1, "gap_ha": 0.3321, "molar_mass_g_mol": 388.51, "elements": ["C", "H", "H", "H", "C", "N", "C", "C", "N", "C", "C", "H", "H", "H", "H", "C", "C", "H", "C", "N", "C", "O", "C", "H", "H", "C", "C", "O", "N", "C", "C", "C", "C", "C", "C", "O", "C", "C", "H", "H", "H", "H", "H", "H", "H", "H", "H", "H", "H", "H", "H", "H", "H", "H", "H", "H", "H", "H", "H", "H"], "coordinates": [[-5.69, -0.36, -0.45], [-6.76, -0.34, -0.24], [-5.30, 0.65, -0.34], [-5.55, -0.67, -1.48], [-4.98, -1.29, 0.52], [-3.54, -1.19, 0.43], [-3.01, -1.82, -0.77], [-1.50, -1.60, -0.86], [-0.83, -2.14, 0.31], [-1.38, -1.51, 1.49], [-2.88, -1.76, 1.58], [-3.26, -1.28, 2.49], [-3.05, -2.85, 1.66], [-0.88, -1.93, 2.37], [-1.21, -0.42, 1.48], [0.61, -1.99, 0.24], [1.24, -2.92, -0.80], [0.79, -3.91, -0.69], [2.75, -3.03, -0.63], [3.41, -1.76, -0.83], [4.07, -1.12, 0.16], [4.25, -1.60, 1.27], [4.59, 0.26, -0.22], [4.67, 0.36, -1.30], [5.57, 0.39, 0.24], [3.63, 1.32, 0.34], [2.34, 1.36, -0.46], [2.22, 0.74, -1.50], [1.33, 2.12, 0.05], [0.01, 2.07, -0.48], [-0.24, 2.02, -1.85], [-1.53, 1.98, -2.33], [-2.60, 2.01, -1.44], [-2.37, 2.08, -0.08], [-1.07, 2.11, 0.41], [-0.93, 2.20, 1.77], [0.39, 2.11, 2.26], [1.36, 2.82, 1.32], [2.36, 2.84, 1.74], [1.02, 3.85, 1.15], [0.37, 2.58, 3.25], [0.68, 1.06, 2.36], [-3.18, 2.09, 0.63], [-3.61, 1.98, -1.81], [-1.71, 1.94, -3.39], [0.59, 2.00, -2.53], [4.10, 2.31, 0.29], [3.43, 1.08, 1.38], [3.13, -1.21, -1.63], [3.01, -3.37, 0.37], [3.15, -3.75, -1.36], [1.02, -2.56, -1.81], [1.02, -2.25, 1.22], [0.89, -0.95, 0.01], [-1.13, -2.11, -1.75], [-1.30, -0.52, -0.97], [-3.48, -1.38, -1.64], [-3.21, -2.91, -0.76], [-5.26, -1.01, 1.54], [-5.33, -2.33, 0.36]]}

b.
{"formula": "C21H32N4O3", "method": "ωB97M-V/def2-TZVPD", "smiles": "CCCCC/C=C/CC(=O)N1CC[C@@H]2C[C@]2(C(=O)NCc2nc(C)no2)CC1", "total_charge": 0, "multiplicity": 1, "gap_ha": 0.3663, "molar_mass_g_mol": 388.51, "elements": ["C", "C", "C", "C", "C", "C", "C", "C", "C", "O", "N", "C", "C", "C", "C", "C", "C", "O", "N", "C", "C", "N", "C", "C", "N", "O", "C", "C", "H", "H", "H", "H", "H", "H", "H", "H", "H", "H", "H", "H", "H", "H", "H", "H", "H", "H", "H", "H", "H", "H", "H", "H", "H", "H", "H", "H", "H", "H", "H", "H"], "coordinates": [[-6.95, 0.59, -2.38], [-5.44, 0.69, -2.52], [-4.70, -0.32, -1.64], [-3.19, -0.23, -1.77], [-2.47, -1.25, -0.90], [-0.97, -1.22, -0.93], [-0.24, -0.38, -1.66], [1.26, -0.40, -1.68], [1.84, 1.01, -1.61], [1.19, 1.97, -1.96], [3.13, 1.13, -1.19], [3.76, 2.45, -1.21], [4.77, 2.61, -0.08], [4.15, 2.33, 1.26], [4.86, 1.60, 2.34], [3.73, 0.90, 1.61], [2.44, 0.92, 2.39], [2.29, 1.62, 3.38], [1.41, 0.16, 1.93], [0.19, 0.09, 2.69], [-0.51, -1.20, 2.47], [-1.78, -1.44, 2.56], [-1.84, -2.80, 2.31], [-3.11, -3.57, 2.30], [-0.68, -3.34, 2.06], [0.22, -2.28, 2.18], [4.04, -0.27, 0.69], [3.99, 0.01, -0.83], [-7.46, 1.32, -3.01], [-7.31, -0.40, -2.66], [-7.26, 0.77, -1.34], [-5.15, 0.54, -3.56], [-5.10, 1.70, -2.25], [-4.99, -0.17, -0.60], [-5.03, -1.33, -1.91], [-2.90, -0.38, -2.82], [-2.86, 0.78, -1.50], [-2.80, -1.10, 0.14], [-2.81, -2.26, -1.16], [-0.47, -1.97, -0.33], [-0.70, 0.38, -2.28], [1.64, -1.04, -0.88], [1.62, -0.85, -2.61], [4.24, 2.63, -2.18], [2.96, 3.18, -1.12], [5.64, 1.98, -0.23], [5.14, 3.64, -0.10], [3.44, 3.08, 1.60], [5.86, 1.23, 2.11], [4.68, 1.89, 3.36], [1.53, -0.45, 1.14], [0.43, 0.19, 3.75], [-0.51, 0.90, 2.45], [-2.91, -4.60, 2.02], [-3.56, -3.53, 3.28], [-3.80, -3.12, 1.59], [5.03, -0.67, 0.93], [3.36, -1.09, 0.93], [3.69, -0.88, -1.36], [4.99, 0.25, -1.20]]}

Name the least stable of them. b.

a.
{"formula": "C17H19N", "method": "ωB97M-V/def2-TZVPD", "smiles": "Cc1c[nH]c2ccccc12.CCc1ccccc1", "total_charge": 0, "multiplicity": 1, "gap_ha": 0.3185, "molar_mass_g_mol": 237.35, "elements": ["C", "C", "C", "C", "C", "C", "C", "C", "H", "H", "H", "H", "H", "H", "H", "H", "H", "H", "C", "C", "C", "C", "C", "C", "C", "C", "C", "N", "H", "H", "H", "H", "H", "H", "H", "H", "H"], "coordinates": [[-4.15, 1.10, -2.32], [-4.78, 1.77, -1.10], [-3.53, -0.24, -2.03], [-4.02, -1.46, -2.45], [-2.43, -0.29, -1.16], [-3.55, -2.67, -1.94], [-1.94, -1.46, -0.62], [-2.51, -2.67, -1.03], [-4.71, 1.08, -3.26], [-3.31, 1.74, -2.61], [-4.19, 2.63, -0.80], [-4.81, -1.51, -3.15], [-1.94, 0.65, -0.93], [-3.82, -3.56, -2.48], [-1.09, -1.40, 0.02], [-2.16, -3.57, -0.57], [-4.72, 1.05, -0.28], [-5.84, 2.00, -1.19], [3.90, 2.77, 2.51], [3.24, -0.22, 0.42], [3.43, 0.39, 1.68], [3.62, 1.80, 1.41], [3.61, 1.96, 0.06], [2.78, -1.54, 0.38], [2.62, -2.23, 1.56], [3.11, -1.68, 2.76], [3.55, -0.37, 2.85], [3.44, 0.72, -0.55], [2.40, -1.91, -0.54], [2.08, -3.16, 1.53], [3.15, 0.59, -1.50], [3.10, -2.29, 3.65], [3.60, 2.90, -0.46], [3.88, 0.06, 3.78], [4.30, 3.72, 2.15], [4.69, 2.36, 3.13], [3.01, 2.99, 3.09]]}

b.
{"formula": "C17H19N", "method": "ωB97M-V/def2-TZVPD", "smiles": "Cc1c[nH]c2ccccc12.CCc1ccccc1", "total_charge": 0, "multiplicity": 1, "gap_ha": 0.3202, "molar_mass_g_mol": 237.35, "elements": ["C", "C", "C", "C", "C", "C", "C", "C", "H", "H", "H", "H", "H", "H", "H", "H", "H", "H", "C", "C", "C", "C", "C", "C", "C", "C", "C", "N", "H", "H", "H", "H", "H", "H", "H", "H", "H"], "coordinates": [[-0.11, 1.83, -1.33], [-0.34, 0.50, -2.02], [-1.14, 2.32, -0.32], [-0.81, 2.13, 1.03], [-2.24, 3.11, -0.64], [-1.41, 2.96, 1.98], [-2.90, 3.88, 0.27], [-2.46, 3.79, 1.60], [0.85, 1.81, -0.82], [0.04, 2.63, -2.06], [-0.51, -0.26, -1.25], [-0.02, 1.44, 1.28], [-2.42, 3.08, -1.72], [-1.16, 2.85, 3.02], [-3.87, 4.32, 0.09], [-2.98, 4.31, 2.39], [0.25, 0.31, -2.90], [-1.39, 0.52, -2.40], [-0.76, -4.02, -0.45], [1.44, -1.33, 0.95], [1.14, -2.29, -0.02], [-0.14, -2.87, 0.26], [-0.56, -2.21, 1.39], [2.65, -0.63, 1.01], [3.58, -0.91, 0.04], [3.28, -1.84, -1.01], [2.10, -2.52, -1.02], [0.31, -1.21, 1.75], [2.98, 0.07, 1.77], [4.54, -0.42, 0.00], [0.31, -0.83, 2.67], [4.05, -2.07, -1.73], [-1.45, -2.39, 1.98], [1.91, -3.26, -1.80], [-0.12, -4.90, -0.34], [-0.82, -3.76, -1.51], [-1.79, -4.15, -0.15]]}

Name the least stable of them. a.